C23H28BF2N3O4S3Sr | wB97M-V/def2-TZVPD

Values from the calculation:
Highest occupied orbital energy in eV: -2.0
Net charge: -2
LUMO energy in eV: 4.0
Orbital gap in eV: 5.9
Calculated total energy in a.u.: -2808.3539
Largest force on an atom in eV/A: 0.2

Structure (XYZ):
```
65
Properties=species:S:1:pos:R:3:forces:R:3:lowdin_charge:R:1
Sr -0.437 0.850 -2.363 -0.059 0.025 -0.060 1.20
C -0.027 -1.620 3.315 -0.003 -0.009 -0.002 -0.55
C -1.434 -1.095 3.565 -0.005 0.002 -0.003 -0.57
S -2.751 -1.816 2.567 0.005 0.004 0.006 0.81
C -2.229 -1.449 0.873 -0.016 -0.007 -0.017 -0.53
C -1.193 -2.361 0.213 0.049 -0.028 0.024 -0.54
S -1.505 -4.130 0.461 0.013 0.011 -0.003 0.84
C 0.078 -4.784 1.061 0.015 -0.009 -0.003 -0.55
C 0.937 -3.932 1.989 -0.006 0.001 -0.009 -0.54
S 0.171 -3.412 3.552 0.007 0.000 0.005 0.84
H 0.666 -1.104 3.982 0.000 -0.006 0.008 0.07
H 0.278 -1.375 2.301 0.008 0.027 -0.036 0.03
H -1.419 -0.010 3.428 -0.001 0.000 -0.010 0.07
H -1.734 -1.289 4.598 -0.003 0.003 0.001 0.06
H -1.865 -0.421 0.809 0.005 -0.002 0.011 0.08
H -3.154 -1.490 0.296 -0.004 0.000 0.003 0.06
H -0.186 -2.113 0.529 0.006 0.039 0.011 0.04
H -1.214 -2.138 -0.850 -0.081 -0.020 -0.063 0.02
H 0.708 -5.067 0.214 -0.016 0.005 0.009 0.03
H -0.199 -5.709 1.572 0.003 0.000 -0.001 0.06
H 1.305 -3.042 1.480 -0.002 0.005 -0.003 0.05
H 1.820 -4.520 2.246 -0.001 -0.003 0.002 0.07
N 3.216 -6.180 -1.287 0.004 0.000 0.002 0.14
C 2.694 -5.217 -1.637 0.000 -0.001 -0.013 -0.19
C 2.042 -4.012 -2.083 0.006 -0.005 -0.006 -0.24
C 0.719 -4.044 -2.507 -0.015 -0.005 0.003 -0.02
C 0.148 -2.853 -2.934 0.002 -0.012 -0.037 -0.12
N 0.805 -1.698 -2.951 -0.031 0.029 0.025 0.07
C 2.067 -1.673 -2.526 -0.008 -0.009 -0.017 -0.12
C 2.734 -2.806 -2.091 -0.002 0.013 0.008 -0.01
H 0.139 -4.955 -2.486 0.010 -0.001 0.011 0.12
H -0.889 -2.820 -3.249 0.011 0.006 0.017 0.10
H 2.551 -0.705 -2.543 -0.005 0.002 0.000 0.10
H 3.759 -2.749 -1.752 0.002 -0.003 -0.001 0.11
C -1.133 3.277 -1.347 0.029 -0.003 -0.017 -0.13
C -1.315 4.292 -0.678 -0.025 -0.002 0.006 -0.25
C -1.524 5.449 0.132 0.010 -0.002 0.004 -0.28
C -0.929 5.562 1.399 -0.003 0.003 -0.006 -0.05
C -1.133 6.680 2.190 0.001 0.001 -0.001 -0.12
C -1.936 7.725 1.747 0.003 -0.001 0.002 -0.14
C -2.532 7.630 0.496 0.001 0.001 -0.001 -0.12
C -2.330 6.513 -0.299 -0.005 0.002 -0.001 -0.06
H -0.305 4.748 1.745 0.000 0.001 0.002 0.10
H -0.661 6.736 3.165 0.000 0.001 0.000 0.09
H -2.095 8.598 2.368 0.000 0.000 0.000 0.08
H -3.162 8.436 0.135 0.001 0.000 -0.001 0.09
H -2.797 6.441 -1.273 0.001 -0.001 0.000 0.11
C 1.013 1.597 1.425 0.000 -0.013 0.008 -0.07
C 1.663 0.779 0.302 0.035 0.105 -0.094 -0.63
C 2.722 -0.173 0.877 -0.012 -0.003 -0.018 -0.07
O 0.727 0.104 -0.445 0.061 -0.123 0.194 -0.46
H 1.751 2.169 2.000 0.001 -0.003 -0.004 0.07
H 0.483 0.928 2.111 -0.007 -0.008 0.011 0.05
H 0.287 2.287 0.990 -0.002 -0.003 0.001 0.05
H 2.225 1.511 -0.321 0.001 0.007 0.003 0.12
H 2.249 -0.905 1.539 0.010 0.001 0.020 0.05
H 3.493 0.357 1.448 -0.004 0.004 -0.006 0.07
H 3.205 -0.722 0.065 0.007 0.002 0.009 0.05
O 2.159 1.404 -5.787 -0.001 -0.012 -0.007 -0.02
N 1.411 1.327 -4.817 0.026 0.029 0.031 -0.61
O 1.876 1.272 -3.644 0.005 -0.024 0.018 -0.16
O 0.163 1.301 -4.955 -0.022 -0.028 0.019 -0.14
F -3.085 -2.257 -2.505 -0.001 0.003 -0.007 -0.02
B -2.937 -0.889 -2.709 -0.001 0.005 -0.032 -0.59
F -4.154 -0.438 -3.148 0.005 0.011 0.004 0.01
```
Positions in Å, forces in eV/Å.